59
Properties=species:S:1:pos:R:3 method="wB97M-V/def2-TZVPD" s2=0.7575 total_charge=-1 total_energy_ev=-338194.9494 spin_multiplicity=2 e_lumo_ev="1.41 / 0.98"
Ru 0.161 0.092 -0.023
Se 1.804 1.256 1.404
Se 3.997 0.858 1.035
Se 3.944 -0.198 -1.185
Se 1.811 0.196 -1.807
C -0.639 -1.647 2.927
P 0.089 -1.859 1.262
C -1.194 -2.996 0.551
N -1.597 -4.041 1.217
C -2.445 -4.894 0.592
C -2.907 -6.046 1.279
C -3.696 -6.943 0.633
C -4.064 -6.738 -0.726
C -3.645 -5.633 -1.398
C -2.830 -4.677 -0.738
N -2.468 -3.544 -1.391
C -1.720 -2.689 -0.752
P -1.325 -1.020 -1.491
C -0.662 -1.617 -3.089
C -3.014 -0.375 -2.047
C -3.843 -1.353 -2.893
C -2.765 0.863 -2.915
C -3.820 0.004 -0.803
C 1.538 -3.001 1.649
C 2.370 -2.295 2.733
C 2.346 -3.143 0.367
C 1.191 -4.407 2.155
H -0.747 -2.614 3.420
H -1.621 -1.191 2.827
H -0.015 -0.984 3.519
H -2.603 -6.186 2.310
H -4.048 -7.824 1.156
H -4.686 -7.468 -1.228
H -3.921 -5.448 -2.429
H -1.365 -2.327 -3.525
H 0.295 -2.103 -2.920
H -0.501 -0.780 -3.763
H -3.412 -1.492 -3.888
H -4.840 -0.914 -3.025
H -3.961 -2.329 -2.435
H -2.366 0.588 -3.895
H -2.092 1.575 -2.446
H -3.724 1.370 -3.075
H -4.017 -0.870 -0.171
H -4.785 0.418 -1.115
H -3.308 0.745 -0.194
H 2.362 -1.210 2.637
H 3.414 -2.612 2.647
H 2.011 -2.553 3.732
H 2.758 -2.192 0.055
H 1.736 -3.529 -0.457
H 3.178 -3.840 0.530
H 0.526 -4.397 3.020
H 2.130 -4.892 2.455
H 0.732 -5.022 1.383
S -2.173 3.974 1.048
C -1.365 2.589 0.636
S -0.341 2.379 -0.739
S -1.390 1.105 1.535